No. 1
Entry from OMol25: C20H35AsN2O3ReS5SeSi as an isolated structure (wB97M-V/def2-TZVPD).

Structure (XYZ):
```
69
Properties=species:S:1:pos:R:3:forces:R:3
Re -6.0557 0.7747 2.5883 0.04 0.01 0.02
S -7.6341 3.5364 6.6196 0.03 0.00 0.00
As -6.2424 2.6364 5.2596 0.01 0.03 0.02
S -6.0829 0.3961 4.7552 0.00 -0.03 0.03
S -6.1742 2.9231 2.9583 0.01 0.04 -0.01
S -5.4953 3.8006 6.9042 -0.04 -0.01 -0.01
C 6.1647 1.0085 -2.3239 -0.01 0.02 0.00
C 4.7636 1.3767 -2.7705 0.00 -0.04 -0.02
C 4.0959 0.2718 -3.5626 0.00 0.00 0.00
C 4.7180 2.7111 -3.4815 0.00 0.00 0.00
O 3.9411 1.5904 -1.5269 -0.01 0.03 0.01
Si 3.6947 0.7322 -0.2429 0.21 -0.04 -0.05
S -4.1976 0.3025 1.8369 -0.17 -0.02 0.00
O 4.0390 -0.7946 -0.2393 -0.02 -0.01 0.01
C 4.2522 -1.8109 0.8403 0.00 0.00 0.00
C 5.2818 -1.2409 1.7962 0.00 0.00 0.00
C 4.7627 -3.0349 0.1110 0.00 0.00 0.00
C 2.9121 -2.0516 1.5056 0.00 0.00 0.00
O 3.0604 1.3989 1.0298 -0.01 0.04 0.01
C 2.9737 2.8352 1.4436 0.02 0.02 0.00
C 2.0249 3.5347 0.4904 0.00 -0.02 0.01
C 2.4364 2.7840 2.8581 0.01 -0.01 0.00
C 4.3768 3.4107 1.3892 -0.01 -0.01 0.00
H 6.8097 0.9075 -3.1965 0.00 0.00 0.00
H 6.1733 0.0529 -1.7957 0.00 0.00 0.00
H 6.5868 1.7869 -1.6864 0.00 0.00 0.00
H 4.6411 0.1160 -4.4933 0.00 0.00 0.00
H 3.0700 0.5423 -3.8130 0.00 0.00 0.00
H 4.1018 -0.6683 -3.0086 0.00 0.00 0.00
H 5.2883 2.6454 -4.4077 0.00 0.00 0.00
H 5.1576 3.4949 -2.8651 0.00 0.00 0.00
H 3.6924 2.9829 -3.7291 0.00 0.00 0.00
H 6.2135 -1.0183 1.2747 0.00 0.00 0.00
H 5.5021 -1.9703 2.5753 0.00 0.00 0.00
H 4.9093 -0.3377 2.2852 0.00 0.00 0.00
H 5.6959 -2.8155 -0.4066 0.00 0.00 0.00
H 4.0296 -3.3876 -0.6136 0.00 0.00 0.00
H 4.9501 -3.8328 0.8293 0.00 0.00 0.00
H 2.5458 -1.1443 1.9891 0.00 0.00 0.00
H 3.0226 -2.8217 2.2689 0.00 0.00 0.00
H 2.1801 -2.3984 0.7757 0.00 0.00 0.00
H 1.0422 3.0616 0.5112 0.01 0.00 0.00
H 2.4097 3.5224 -0.5297 0.00 0.00 0.00
H 1.9109 4.5751 0.7938 0.00 0.00 0.00
H 1.4518 2.3165 2.8772 0.00 0.00 0.00
H 2.3497 3.7971 3.2506 0.00 0.00 0.00
H 3.1081 2.2220 3.5065 0.00 0.00 0.00
H 4.7613 3.4165 0.3669 0.00 0.00 0.00
H 5.0529 2.8463 2.0329 0.00 0.00 0.00
H 4.3657 4.4426 1.7393 0.00 0.00 0.00
C -7.3305 -0.0673 -1.8737 0.00 0.02 -0.01
N -7.2217 -1.2569 -1.0327 0.01 0.00 0.02
C -7.4163 -1.3509 0.2794 0.00 0.01 0.00
Se -8.0595 0.0265 1.4245 -0.05 -0.03 -0.02
N -7.2528 -2.6201 0.6650 -0.02 0.00 0.02
C -6.9397 -3.4005 -0.4421 0.00 0.00 -0.01
C -6.6984 -4.7632 -0.5842 0.00 -0.01 0.00
C -6.4353 -5.1978 -1.8648 0.00 0.00 0.00
C -6.4103 -4.3158 -2.9618 0.00 0.00 0.00
C -6.6488 -2.9663 -2.8187 0.00 0.01 0.00
C -6.9166 -2.5278 -1.5247 0.01 -0.02 -0.01
H -7.5974 0.7887 -1.2617 0.00 0.00 0.00
H -8.1025 -0.2306 -2.6227 0.00 0.00 0.00
H -6.3754 0.1145 -2.3618 0.00 0.00 0.00
H -7.4135 -2.9547 1.6035 0.00 0.00 0.00
H -6.7263 -5.4447 0.2546 0.00 0.00 0.00
H -6.2493 -6.2489 -2.0363 0.00 0.00 0.00
H -6.2054 -4.7137 -3.9459 0.00 0.00 0.00
H -6.6386 -2.2954 -3.6663 0.00 0.00 0.00
```
Forces are in eV/Å.

Kohn-Sham gap: 6.44 eV
Highest occupied orbital energy: -16.36 eV
ΔE to the lowest compared entry with this formula, charge and spin: 16.1 kcal/mol
Total charge: +3
LUMO energy: -9.92 eV

***

No. 2
Entry from OMol25: C20H35BClF4N2O8SeSiZr as an isolated structure at a distorted geometry (wB97M-V/def2-TZVPD).

Structure (XYZ):
```
74
Properties=species:S:1:pos:R:3:forces:R:3
Zr -0.0768 -0.1459 0.0145 -0.39 0.03 -2.43
C -0.6497 3.2452 2.3355 0.03 -0.06 0.08
C 0.6816 3.4214 1.5736 0.02 0.03 -0.08
O 0.6255 2.9135 0.2469 0.12 0.05 0.23
C -0.0580 3.7737 -0.6400 -0.03 -0.01 0.14
C -0.1422 3.0271 -1.9346 -0.13 -0.12 -0.21
O -0.7792 1.7544 -1.7644 0.23 0.13 0.26
C -2.1919 1.7343 -2.0298 0.17 -0.02 -0.12
C -2.9528 1.7121 -0.7436 -0.16 -0.03 0.14
O -2.4592 0.6373 0.0689 0.35 0.07 0.32
C -3.0919 0.6529 1.3672 0.01 -0.01 -0.10
C -2.4663 1.7053 2.3099 0.02 -0.06 0.03
O -1.4691 2.3858 1.5821 0.00 0.03 -0.11
H -1.1574 4.2011 2.4925 0.00 0.05 -0.01
H -0.4412 2.8133 3.3196 -0.02 -0.01 0.01
H 1.4857 2.8854 2.0707 0.01 -0.04 0.01
H 0.9677 4.4752 1.5473 0.02 0.04 0.01
H 0.4987 4.7075 -0.7749 0.00 0.02 -0.02
H -1.0556 4.0124 -0.2596 0.00 0.01 0.01
H 0.8605 2.8333 -2.3186 0.02 -0.02 0.03
H -0.6803 3.6087 -2.6837 0.03 0.01 -0.04
H -2.3771 0.8330 -2.6065 -0.02 -0.03 -0.02
H -2.4729 2.6066 -2.6208 -0.01 0.03 0.02
H -4.0113 1.5325 -0.9480 -0.03 -0.01 0.00
H -2.8457 2.6449 -0.1918 -0.02 0.04 -0.03
H -2.9737 -0.3440 1.7729 0.01 -0.04 0.04
H -4.1526 0.8456 1.2149 -0.05 -0.02 -0.02
H -2.0195 1.1984 3.1697 0.01 0.02 0.02
H -3.2237 2.4070 2.6705 -0.04 0.01 0.03
C 4.0297 -3.1245 -2.0908 -0.09 0.06 0.05
O 2.9450 -2.9767 -1.1569 0.08 0.06 -0.14
C 2.2537 -1.8617 -1.1213 -0.09 -0.27 0.13
O 1.3196 -1.7877 -0.3237 0.01 0.01 0.42
N 2.5722 -0.8491 -1.9437 -0.02 0.09 0.05
N 1.7794 0.3020 -1.8921 -0.22 -0.13 0.11
H 4.4226 -4.1198 -1.9280 -0.01 -0.04 0.04
H 4.8086 -2.3901 -1.8848 0.03 0.00 -0.02
H 3.6632 -3.0461 -3.1148 0.01 0.00 -0.01
H 3.2871 -0.9392 -2.6443 -0.02 0.04 -0.07
H 1.2564 0.4023 -2.7588 -0.02 0.02 -0.03
H 2.3728 1.0952 -1.6756 -0.10 0.11 0.01
F -1.4023 -3.6461 2.0478 -0.10 0.17 -0.21
B -0.9433 -2.3846 2.1422 0.25 -0.25 0.40
F 0.4325 -2.2664 2.1104 -0.13 -0.05 0.16
F -1.5412 -1.6135 3.1068 0.01 -0.02 -0.23
F -1.3326 -1.6461 0.7513 0.37 0.15 0.56
Cl 5.0888 0.2156 6.5997 -0.02 0.00 -0.02
C 4.0531 0.2842 5.2212 0.08 0.00 0.09
C 2.6888 0.0918 5.3900 -0.04 0.00 -0.04
C 1.8631 0.1478 4.2832 0.02 -0.02 0.09
C 2.4111 0.3931 3.0256 0.05 -0.02 0.02
C 3.7835 0.5738 2.8678 0.06 0.03 0.03
C 4.6119 0.5250 3.9719 0.00 0.01 -0.05
C 1.5302 0.4244 1.8705 -0.70 0.10 0.30
O 0.2435 0.3845 2.0254 0.42 -0.07 0.44
O 1.9268 0.4763 0.6688 0.29 0.12 0.40
H 2.2917 -0.1072 6.3749 -0.01 0.00 0.00
H 0.7989 -0.0232 4.3800 0.01 0.00 -0.02
H 4.1952 0.7567 1.8838 -0.03 -0.01 0.00
H 5.6799 0.6655 3.8808 -0.02 0.00 -0.01
C -2.2121 -4.2607 -2.2035 -0.07 -0.43 0.22
Si -2.1199 -2.7615 -3.2559 -0.18 -0.19 0.24
C -3.7734 -2.0028 -3.5272 -0.50 0.14 -0.14
C -1.2571 -3.0796 -4.8490 0.19 -0.12 -0.43
Se -0.8348 -1.2387 -2.2390 0.36 0.40 -0.61
H -2.7960 -5.0499 -2.6891 0.04 0.04 0.06
H -2.6769 -4.0271 -1.2430 0.04 -0.06 0.00
H -1.2072 -4.6432 -2.0112 -0.06 -0.04 0.05
H -4.4838 -2.7311 -3.9328 0.04 0.07 0.02
H -3.6998 -1.1747 -4.2364 -0.06 0.02 0.05
H -4.1751 -1.6289 -2.5829 -0.04 0.02 -0.04
H -1.8502 -3.7353 -5.4953 0.05 0.04 0.04
H -0.2934 -3.5607 -4.6648 -0.03 0.03 -0.07
H -1.0819 -2.1398 -5.3772 0.02 -0.07 -0.04
```
Forces are in eV/Å.

Kohn-Sham gap: 7.43 eV
Highest occupied orbital energy: -10.48 eV
ΔE to the lowest compared entry with this formula, charge and spin: 15.5 kcal/mol
Total charge: +1
LUMO energy: -3.05 eV

***

No. 3
Entry from OMol25: a 4-piece molecular cluster, C20H35BN4O13P overall at a distorted geometry (wB97M-V/def2-TZVPD).

Structure (XYZ):
```
74
Properties=species:S:1:pos:R:3:forces:R:3
C 6.1876 -0.2115 2.6182 -0.83 -0.12 -1.00
C 5.0709 -0.9333 1.7642 0.87 0.40 1.56
O 4.2309 0.0642 1.1002 -0.62 -1.87 -0.57
B 3.3038 -0.6539 0.3513 1.07 1.15 -0.97
O 3.5575 -0.7926 -1.0142 -1.19 0.71 1.06
C 1.9906 -1.3698 0.9502 -1.33 -3.39 1.77
C 2.0111 -2.7793 1.4056 -1.87 3.35 -1.55
P 3.4999 -3.8760 1.2997 0.63 -0.87 2.01
N 4.1154 -4.1592 2.7369 -1.02 0.71 -0.67
C 0.7156 -3.2095 1.9128 1.45 -2.89 0.61
C 0.6401 -4.6961 2.3757 0.19 0.71 0.26
N -0.4153 -2.5447 2.0471 0.61 0.03 -0.19
N -0.4063 -1.2945 1.6297 1.39 -0.85 -0.45
N -1.5888 -0.6049 1.7716 -0.25 -0.11 0.01
C 0.7037 -0.7659 1.1092 0.69 3.40 -1.40
C 0.5741 0.7328 0.6097 -1.11 -0.38 0.49
O 0.8069 1.6310 1.7178 0.85 -0.53 -1.30
O -0.4203 2.1930 2.0638 -1.29 0.43 0.62
H 7.1481 -0.2810 2.0602 -0.59 0.15 0.69
H 5.8702 0.8521 2.6851 0.39 -0.69 0.20
H 6.2435 -0.6807 3.6197 0.18 0.37 -0.63
H 4.4208 -1.5107 2.4629 0.52 0.16 -0.56
H 5.5836 -1.6072 1.0401 -0.61 0.47 0.28
H 2.7104 -0.7284 -1.4893 0.45 -0.68 -0.21
H 4.4582 -3.2734 0.4255 -0.91 -0.17 -0.22
H 3.0963 -5.1194 0.7132 0.00 0.88 -0.47
H 3.5455 -3.6457 3.4185 0.55 -0.31 0.12
H 1.2774 -4.8297 3.2843 -0.50 0.14 -0.65
H 1.0849 -5.3495 1.5945 -0.56 0.33 0.46
H -0.4015 -4.9820 2.6273 0.72 0.16 -0.34
H -1.9498 -0.3382 0.8544 0.08 -0.07 0.23
H -2.2547 -1.1954 2.2874 0.30 0.26 -0.22
H 1.2226 0.9540 -0.2650 0.05 -0.22 0.80
H -0.4600 0.9674 0.2710 0.83 -0.51 0.01
H -0.5721 2.9691 1.4917 0.64 -0.16 0.06
C 0.7053 2.2433 -4.8634 -0.31 0.09 0.22
C 1.0046 1.0079 -4.0491 0.13 0.84 -0.79
C 0.8963 -0.2798 -4.8144 0.33 -0.15 -0.34
O 0.5994 -1.2191 -3.7699 -0.25 0.12 0.54
C -0.0381 -0.5309 -2.7946 -0.15 0.12 -0.33
O -0.5870 -1.0383 -1.8589 0.18 0.06 0.28
O 0.0235 0.8060 -3.0143 0.02 -0.76 0.40
H -0.2334 2.1388 -5.4099 0.04 -0.04 0.02
H 0.5935 3.1124 -4.2156 0.14 0.00 -0.08
H 1.5042 2.4394 -5.5792 0.02 -0.04 0.07
H 1.9827 1.1069 -3.5648 -0.02 -0.12 0.02
H 1.8187 -0.5457 -5.3272 -0.04 -0.19 0.16
H 0.0718 -0.2918 -5.5308 0.00 0.14 0.07
C -6.2651 -4.6747 1.8713 -0.26 -0.05 0.26
C -5.7410 -3.2604 1.9501 -0.30 -0.84 -0.24
C -4.3101 -3.1550 2.4037 0.34 0.00 -0.19
O -4.2743 -1.8405 2.9754 -0.04 -0.12 -0.12
C -5.5459 -1.5721 3.4145 -0.54 0.32 0.36
O -5.8355 -0.6490 4.0969 0.20 -0.08 -0.11
O -6.4201 -2.5091 2.9630 0.61 0.37 0.05
H -6.0563 -5.2240 2.7918 0.07 0.07 -0.02
H -7.3483 -4.6731 1.7451 0.07 0.04 -0.14
H -5.8140 -5.2114 1.0356 -0.01 0.08 -0.01
H -5.8983 -2.7489 0.9949 0.10 0.05 0.04
H -3.5997 -3.2416 1.5809 0.03 0.17 0.06
H -4.0453 -3.8750 3.1826 -0.16 -0.07 -0.06
C 0.0744 7.0385 -1.0830 0.30 -0.24 -0.05
C -0.7335 6.9600 -2.3567 0.40 0.26 0.79
C -2.1452 6.4774 -2.1673 -0.40 0.28 0.02
O -2.4416 5.9181 -3.4492 0.37 -0.15 -0.10
C -1.2603 5.5092 -3.9834 -0.04 -0.07 -0.23
O -1.1584 4.8398 -4.9613 0.00 0.03 0.18
O -0.2088 5.9663 -3.2476 -0.45 -0.16 -0.29
H 0.0027 6.1090 -0.5131 -0.10 0.02 -0.04
H 1.1310 7.1874 -1.3098 -0.07 0.14 -0.01
H -0.2695 7.8599 -0.4537 -0.01 0.00 -0.07
H -0.7047 7.9220 -2.8774 -0.10 -0.05 -0.03
H -2.8381 7.2812 -1.9244 -0.08 -0.09 -0.19
H -2.2366 5.6862 -1.4175 0.15 0.06 0.04
```
Forces are in eV/Å.

Kohn-Sham gap: 6.99 eV
Highest occupied orbital energy: -11.83 eV
Total charge: +1
LUMO energy: -4.84 eV

***

No. 4
Entry from OMol25: C20H35ClIrN5O5 as an isolated structure at a distorted geometry (wB97M-V/def2-TZVPD).

Structure (XYZ):
```
67
Properties=species:S:1:pos:R:3:forces:R:3
Ir 0.7856 -0.0274 1.0591 0.84 0.38 -0.07
N -0.5292 -1.6244 0.7354 -0.15 0.24 -0.18
C -1.2944 -1.7684 2.0182 0.06 -0.08 -0.08
C -0.3381 -1.7556 3.1915 -0.05 0.07 -0.03
N 0.6698 -0.6435 3.0539 -0.22 0.13 -0.10
C 0.3554 0.6077 3.7973 0.11 -0.03 0.00
C 1.4092 1.6672 3.4529 -0.14 0.07 -0.07
N 1.7446 1.6411 1.9826 0.04 0.00 -0.36
C 2.0071 -1.1965 3.4482 0.02 -0.07 -0.06
C 2.5128 -2.0786 2.3258 0.00 0.08 -0.01
N 2.4433 -1.2459 1.0949 -0.08 -0.25 -0.03
H -0.0713 -2.4732 0.4067 -0.02 -0.03 0.15
H -1.1936 -1.4041 -0.0036 0.03 0.00 -0.01
H -1.9504 -0.9098 2.0603 -0.15 0.09 0.01
H -1.9025 -2.6738 2.0206 0.08 -0.04 0.01
H -0.8650 -1.6732 4.1429 -0.05 0.07 -0.04
H 0.2154 -2.6919 3.2210 -0.05 0.01 0.08
H -0.6321 0.9239 3.4608 -0.04 -0.02 0.04
H 0.3198 0.4432 4.8781 0.06 -0.03 -0.01
H 1.0205 2.6476 3.7246 0.03 0.01 -0.02
H 2.3236 1.5367 4.0246 0.00 -0.04 0.01
H 1.2735 2.4174 1.5214 0.02 0.00 -0.05
H 2.7367 1.8024 1.8279 0.03 -0.02 0.15
H 2.7062 -0.3765 3.5904 0.01 0.00 0.03
H 1.9293 -1.7300 4.3971 -0.03 -0.02 -0.02
H 3.5260 -2.4316 2.5137 0.00 0.04 0.02
H 1.8828 -2.9516 2.1678 0.04 -0.02 0.02
H 3.2639 -0.6460 1.0352 0.03 -0.04 0.00
H 2.4601 -1.8185 0.2479 -0.08 -0.05 0.03
O -0.4726 1.7045 0.5971 -0.25 -0.89 0.64
C -1.7135 1.8457 0.8592 -0.16 0.14 -0.05
O -2.4546 1.0584 1.4455 0.09 0.01 -0.03
C -2.3071 3.1736 0.3592 0.04 0.04 -0.03
N -3.7867 3.1414 0.6773 0.04 0.03 0.02
C -4.0913 4.2707 1.6450 0.00 0.01 -0.03
C -2.7453 4.5260 2.2980 0.00 -0.02 0.00
C -1.7862 4.4036 1.1141 -0.05 0.01 -0.03
H -2.1557 3.2413 -0.7159 -0.05 0.01 -0.01
H -3.9284 2.2224 1.1284 -0.02 -0.03 0.01
H -4.3723 3.1895 -0.1542 0.01 -0.01 0.00
H -4.8952 3.9657 2.3088 0.02 -0.02 0.01
H -4.4149 5.1248 1.0532 -0.02 0.00 0.01
H -2.5426 3.7639 3.0543 0.00 0.02 0.01
H -2.7107 5.4999 2.7799 0.00 0.01 -0.01
H -0.7400 4.2901 1.3869 -0.01 -0.02 0.03
H -1.8664 5.2843 0.4764 0.03 0.01 0.00
C -0.8206 -1.3043 -4.4686 -0.01 0.00 0.00
C 0.2623 -2.2615 -4.8725 -0.01 -0.02 -0.01
C -0.0763 -3.3840 -5.5785 -0.01 0.03 0.00
C 0.8897 -4.2978 -6.0557 -0.01 -0.02 -0.01
Cl 0.3930 -5.6338 -6.9388 0.01 0.01 0.02
C 2.2679 -4.0890 -5.8127 0.02 0.00 0.00
C 2.6348 -2.9926 -5.1080 0.02 -0.01 -0.01
C 1.6636 -2.0659 -4.6140 -0.01 0.03 0.00
O 2.2360 -1.0626 -3.9902 0.01 -0.05 0.05
C 1.6525 -0.0359 -3.1842 -0.04 0.01 -0.01
C 1.2796 -0.5600 -1.7976 0.27 -0.03 0.03
O 1.0569 -1.7500 -1.6076 -0.02 -0.11 0.00
O 1.2755 0.3735 -0.9153 -0.26 0.40 0.01
H -1.7826 -1.6877 -4.7999 0.00 0.00 0.01
H -0.6842 -0.3295 -4.9386 -0.01 0.00 -0.01
H -0.8601 -1.1779 -3.3870 0.01 0.01 0.00
H -1.1153 -3.5820 -5.8064 0.00 0.01 -0.01
H 2.9946 -4.7942 -6.1910 0.00 0.00 0.00
H 3.6728 -2.7757 -4.8961 0.00 0.00 0.00
H 0.7948 0.4325 -3.6582 -0.01 -0.02 -0.01
H 2.4393 0.7065 -3.0896 -0.01 0.01 0.01
```
Forces are in eV/Å.

Kohn-Sham gap (alpha / beta): 9.33 / 7.33 eV
Highest occupied orbital energy (alpha / beta): -16.33 / -17.49 eV
ΔE to the lowest compared entry with this formula, charge and spin: 0.0 kcal/mol
Total charge: +3
2S+1: 2
LUMO energy (alpha / beta): -7.00 / -10.17 eV

***

Calculated molecular weight (Da), listed in the same order as above: 880.02 752.03 581.30 653.20
Calculated E (a.u.), listed in the same order as above: -8113.551162 -5117.201630 -2346.104790 -1996.791919